Record 1
Below is one molecule with the formula C4H5NO3, with properties calculated with ωB97M-V/def2-TZVPD.

Summary:
- structure (SMILES) = N#C[C@](O)(C=O)CO
- LUMO energy (eV) = -1.220
- calculated total energy (eV) = -11855.991
- energy relative to the best compared isomer or geometry (same formula, charge and spin) (kJ/mol) = 579.9
- frontier orbital gap (eV) = 9.5

Last column: Mulliken charge in e.
Cartesian coordinates (Å):
N (-2.3120, 0.0389, -1.4351)  -0.392
C (-1.0549, -0.2944, -0.9843)  0.028
C (-0.1817, 0.0090, 0.2967)  0.915
O (-0.8477, -0.6935, 1.3588)  -0.569
C (-0.1961, 1.4798, 0.3420)  -0.308
O (0.8173, 2.0123, -0.1952)  -0.492
C (1.0111, -0.9361, 0.0971)  -0.825
O (1.6903, -0.7277, -1.0609)  -0.540
H (-1.8156, -0.7390, 1.1708)  0.435
H (-0.8874, 2.1113, 0.7948)  0.473
H (0.6489, -1.8452, 0.0087)  0.509
H (1.4056, -0.6645, 0.9946)  0.403
H (1.7221, 0.2492, -1.3881)  0.363

Atomic forces in eV per Å
12.2 -3.5 3.9
-12.6 4.6 -3.1
-3.7 -4.3 -1.8
-1.1 1.0 -0.1
6.5 1.2 -2.5
-3.0 -1.1 1.3
-0.1 5.8 -0.9
1.6 2.7 -2.5
1.0 0.2 0.3
-1.9 0.6 1.0
-1.8 -4.4 0.4
3.0 -0.4 2.6
-0.1 -2.4 1.4


Record 2
Below is one molecule with the formula C4H9NO2, with properties calculated with ωB97M-V/def2-TZVPD.

Summary:
- structure (SMILES) = CC[C@@H](N)C(=O)O
- LUMO energy (eV) = 0.637
- calculated total energy (eV) = -9878.572
- energy relative to the best compared isomer or geometry (same formula, charge and spin) (kJ/mol) = 143.6
- frontier orbital gap (eV) = 9.8

Last column: Mulliken charge in e.
Cartesian coordinates (Å):
C (-1.2338, 1.7231, -0.0468)  -1.036
C (-0.1698, 0.6723, -0.6058)  -0.492
C (0.0823, -0.4402, 0.3548)  0.320
N (-0.9771, -1.3470, 0.5860)  -0.480
C (1.4136, -1.2144, -0.0342)  0.279
O (1.5791, -2.3861, 0.1512)  -0.549
O (2.3426, -0.4373, -0.5912)  -0.467
H (-2.1180, 1.7666, -0.6781)  0.268
H (-0.7402, 2.6961, -0.0601)  0.296
H (-1.5355, 1.5716, 0.9853)  0.305
H (0.6761, 1.2843, -0.8658)  0.319
H (-0.7334, 0.3290, -1.4681)  0.250
H (0.4726, -0.0796, 1.3206)  0.240
H (-1.0847, -2.0788, -0.1020)  0.198
H (-1.2875, -1.5788, 1.5119)  0.199
H (3.3139, -0.4808, -0.4577)  0.351

Atomic forces in eV per Å
1.1 0.0 -0.1
-2.8 1.9 0.5
2.8 -1.2 0.4
-1.0 0.1 -0.6
-0.4 -1.0 0.2
-0.1 -0.1 0.3
0.8 2.2 -0.5
0.0 0.0 0.1
-0.3 0.2 -0.1
-0.1 -0.4 0.1
0.5 -0.5 -0.2
0.8 -0.6 -0.5
-0.6 0.5 0.0
0.1 0.0 0.4
0.4 0.0 -0.1
-1.1 -1.1 0.2


Record 3
Below is a 2-piece molecular cluster, C14H14F3N2O8S2 overall, with properties calculated with ωB97M-V/def2-TZVPD.

Summary:
- LUMO energy (eV) = 0.839
- charge = -1
- calculated total energy (eV) = -63927.060
- frontier orbital gap (eV) = 7.0

Last column: Mulliken charge in e.
Cartesian coordinates (Å):
O (6.0371, -0.9708, -0.5042)  -0.501
C (5.0711, -0.3074, -0.7176)  0.405
O (4.1174, -0.8104, -1.6188)  -0.283
C (3.4652, 0.3457, -2.1272)  0.349
O (2.9668, 0.4124, -3.1973)  -0.468
C (3.6190, 1.4307, -1.0296)  0.237
C (2.8673, 2.7715, -0.7763)  -0.822
C (1.6680, 3.0658, -1.7616)  -0.518
C (0.2818, 2.8260, -1.0394)  -0.817
N (-0.7804, 2.5096, -2.0072)  -0.265
C (-1.8293, 1.6471, -1.4279)  -0.858
C (-1.2294, 0.1808, -1.3768)  0.486
C (-0.3617, -0.2251, -2.4779)  -0.370
C (0.2423, -1.5627, -2.4635)  -0.472
C (-0.0211, -2.4947, -1.3748)  -0.543
C (-0.8883, -2.0878, -0.2569)  -0.432
C (-1.4880, -0.7447, -0.2596)  0.300
O (-2.2898, -0.4114, 0.8168)  -0.488
C (4.6115, 1.0683, -0.1682)  0.474
F (5.0987, 1.7264, 0.9042)  -0.269
H (2.4200, 2.6899, 0.2589)  0.397
H (3.5737, 3.6473, -0.7073)  0.442
H (1.6829, 2.4584, -2.6987)  0.395
H (1.7528, 4.1425, -2.0740)  0.294
H (0.3538, 2.0579, -0.2250)  0.415
H (-0.0049, 3.8024, -0.5380)  0.290
H (-1.1626, 3.3369, -2.4600)  0.247
H (-2.0428, 1.9537, -0.3632)  0.289
H (-2.7687, 1.6390, -2.0465)  0.354
H (-0.1055, 0.4327, -3.3374)  0.321
H (0.9021, -1.8524, -3.3170)  0.360
H (0.4608, -3.4991, -1.4130)  0.331
H (-1.0808, -2.8007, 0.5786)  0.437
H (-2.1358, 0.5150, 1.0679)  0.293
N (-2.7380, -3.0325, 4.5001)  -0.316
S (-3.7801, -3.9502, 5.2503)  1.098
O (-4.6231, -4.7754, 4.4325)  -0.593
O (-4.3649, -3.4276, 6.4520)  -0.597
F (-2.7680, -5.0366, 5.8453)  -0.283
S (-3.4318, -1.8621, 3.7106)  1.116
O (-2.5559, -1.2186, 2.7645)  -0.536
O (-4.2934, -0.9784, 4.4459)  -0.619
F (-4.4480, -2.6114, 2.7372)  -0.279

Atomic forces in eV per Å
-0.2 0.7 0.4
0.6 -0.9 1.0
0.1 2.3 -0.4
0.2 0.3 1.6
0.1 -0.2 0.3
0.6 1.5 1.7
-0.6 -0.3 -0.3
-0.1 0.2 0.3
0.1 1.5 -0.2
-0.4 -0.4 0.2
0.8 -1.3 0.4
0.6 -1.0 -0.4
0.0 -2.2 1.7
-1.2 0.7 1.1
-1.0 2.2 0.1
0.6 1.0 -1.9
1.3 -0.6 -1.4
1.1 0.7 -3.0
-1.2 -1.4 -2.3
-0.5 -1.0 -1.5
0.6 0.0 -0.9
-0.5 -1.1 -0.3
0.2 0.3 0.9
-0.2 -1.0 0.2
-0.1 0.4 -1.0
0.5 -1.0 0.0
0.1 -0.2 0.4
-0.3 -0.1 -1.0
0.9 0.2 0.7
-0.5 -0.4 1.0
-0.6 0.2 0.9
-0.6 0.9 0.2
0.1 0.9 -0.7
-0.2 -0.4 -0.1
-0.5 0.2 -0.2
-0.9 -2.1 1.8
0.3 0.7 -0.2
0.3 0.5 -0.6
0.5 0.4 -0.3
-0.3 1.9 -1.5
0.1 -1.5 2.8
0.3 -0.6 0.3
0.0 -0.2 0.1


Record 4
Below is C28H24MnN5O4 as an isolated structure, with properties calculated with ωB97M-V/def2-TZVPD.

Summary:
- LUMO energy (alpha / beta) (eV) = 2.478 / 2.475
- <S²> = 1.17
- spin multiplicity = 2
- charge = -1
- calculated total energy (eV) = -76387.464
- energy relative to the best compared isomer or geometry (same formula, charge and spin) (kJ/mol) = 0.0
- frontier orbital gap (alpha / beta) (eV) = 6.6 / 6.3

Last column: Mulliken charge in e.
Cartesian coordinates (Å):
Mn (0.1009, -0.1692, -0.4344)  0.157
C (-3.9724, 0.8312, -1.1296)  -1.485
C (-2.4778, 1.0063, -0.9356)  0.926
O (-1.8050, -0.0829, -0.9134)  -0.643
C (-1.9820, 2.2934, -0.8239)  -1.059
C (-0.6176, 2.6638, -0.6511)  1.131
C (-0.2685, 4.1224, -0.5453)  -1.326
N (0.3163, 1.7613, -0.5681)  0.145
N (1.6248, 2.2111, -0.3593)  -0.674
C (2.4160, 1.1831, -0.2528)  0.775
O (2.0644, -0.0584, -0.3584)  -0.988
C (3.8613, 1.4616, 0.0113)  0.240
C (4.7397, 0.4026, 0.2103)  -0.389
C (6.0847, 0.6426, 0.4612)  -0.619
C (6.5642, 1.9428, 0.5153)  -0.341
C (5.6891, 3.0057, 0.3187)  -0.608
C (4.3475, 2.7672, 0.0696)  -0.258
H (-4.2149, -0.2286, -1.0858)  0.345
H (-4.2899, 1.2274, -2.0967)  0.305
H (-4.5307, 1.3597, -0.3551)  0.344
H (-2.7015, 3.1008, -0.8721)  0.234
H (-1.1554, 4.7384, -0.6859)  0.363
H (0.4881, 4.3919, -1.2823)  0.304
H (0.1678, 4.3282, 0.4333)  0.286
H (4.3451, -0.6035, 0.1677)  0.390
H (6.7599, -0.1904, 0.6179)  0.370
H (7.6134, 2.1298, 0.7110)  0.361
H (6.0562, 4.0244, 0.3625)  0.357
H (3.6519, 3.5813, -0.0819)  0.442
C (-6.2881, -2.5470, 6.3076)  -0.836
O (-5.4991, -3.5645, 6.8882)  -0.458
C (-4.5317, -4.1254, 6.1007)  0.889
C (-3.6638, -5.0112, 6.7276)  -0.596
C (-2.6581, -5.6206, 5.9997)  -0.253
C (-2.4684, -5.3287, 4.6514)  -0.166
C (-3.3656, -4.4710, 4.0234)  -0.243
C (-4.3945, -3.8762, 4.7386)  -0.336
N (-1.4644, -6.1016, 3.9735)  -0.738
N (-0.7556, -5.6517, 3.0491)  -0.339
C (-0.6240, -4.2841, 2.7486)  -0.306
C (-0.6555, -3.2471, 3.6768)  -0.267
C (-0.4838, -1.9205, 3.3269)  -0.982
C (-0.2915, -1.5382, 1.9816)  1.192
O (-0.1822, -0.3423, 1.5782)  -0.601
C (-0.1981, -2.6200, 1.0194)  0.295
N (0.0113, -2.2226, -0.2619)  0.065
C (0.1014, -3.1330, -1.2025)  -0.477
C (0.0081, -4.5091, -0.9246)  -0.751
C (-0.2095, -4.9281, 0.3567)  -0.587
C (-0.3306, -3.9685, 1.3912)  0.913
H (-6.9004, -2.1408, 7.1087)  0.235
H (-6.9401, -2.9431, 5.5237)  0.319
H (-5.6665, -1.7520, 5.8877)  0.360
H (-3.7970, -5.2173, 7.7818)  0.398
H (-1.9892, -6.3290, 6.4723)  0.366
H (-3.2707, -4.2615, 2.9667)  0.378
H (-5.0751, -3.2170, 4.2192)  0.367
H (-0.7964, -3.4934, 4.7220)  0.359
H (-0.4933, -1.1410, 4.0777)  0.448
H (0.2555, -2.7755, -2.2132)  0.422
H (0.1067, -5.2198, -1.7348)  0.376
H (-0.2891, -5.9778, 0.6055)  0.471

Atomic forces in eV per Å
-0.1 0.2 0.2
0.0 0.0 0.0
0.0 0.0 -0.1
0.0 -0.1 0.0
0.0 0.0 0.1
-0.1 0.0 -0.1
0.0 0.0 0.0
0.1 -0.1 0.1
-0.1 0.0 0.0
0.1 0.0 -0.1
0.1 0.1 0.1
0.0 0.1 0.0
0.0 0.0 0.0
0.0 0.0 0.0
0.0 0.0 0.0
0.0 0.0 0.0
0.0 0.0 0.0
0.0 0.0 0.0
0.0 0.0 0.0
0.0 0.0 0.0
0.0 0.0 0.0
0.0 0.0 0.0
0.0 0.0 0.0
0.0 0.0 0.0
0.0 0.0 0.0
0.0 0.0 0.0
0.0 0.0 0.0
0.0 0.0 0.0
0.0 0.0 0.0
0.0 0.0 0.0
0.0 0.0 0.0
0.0 0.0 0.0
0.0 0.0 0.0
0.0 0.1 0.0
0.1 0.0 0.1
-0.1 -0.1 0.0
0.0 0.0 0.0
-0.3 -0.1 -0.3
0.2 0.1 0.2
-0.1 0.0 -0.1
0.1 0.0 0.0
0.0 0.1 0.0
0.0 -0.1 0.0
0.1 0.0 -0.1
0.0 0.1 0.0
-0.1 0.0 -0.1
0.0 -0.1 0.0
0.0 0.0 -0.1
0.0 0.0 0.1
0.0 0.0 -0.1
0.0 0.0 0.0
0.0 0.0 0.0
0.0 0.0 0.0
0.0 0.0 0.0
0.0 0.0 0.0
0.0 0.0 0.0
0.0 0.0 0.0
0.0 0.0 0.0
0.0 0.0 0.0
0.0 0.0 0.0
0.0 0.0 0.0
0.0 0.0 0.0


Record 5
Below is C3H6BrClIN as an isolated structure, with properties calculated with ωB97M-V/def2-TZVPD.

Summary:
- LUMO energy (eV) = -0.421
- calculated total energy (eV) = -95361.167
- energy relative to the best compared isomer or geometry (same formula, charge and spin) (kJ/mol) = 160.6
- frontier orbital gap (eV) = 9.1

Last column: Mulliken charge in e.
Cartesian coordinates (Å):
C (-0.0043, -1.5475, -0.3471)  -0.853
C (-0.2970, 0.7559, -1.1332)  -0.951
C (0.1254, 0.6078, 1.4238)  -0.035
N (-0.6327, -0.2037, -0.0916)  -0.213
Cl (0.0569, -0.3020, 2.9177)  -0.096
Br (-1.2545, 1.9602, 1.5159)  -0.039
I (2.1254, 1.4234, 1.1612)  0.181
H (-0.0343, -2.1161, 0.4819)  0.387
H (-0.6154, -2.0227, -1.0817)  0.336
H (1.1385, -1.5316, -0.6184)  0.271
H (-0.9547, 0.5454, -1.9327)  0.365
H (-0.4256, 1.8609, -0.9074)  0.282
H (0.7722, 0.5699, -1.3884)  0.366

Atomic forces in eV per Å
1.9 3.3 -1.9
1.6 0.5 0.5
-1.7 -0.8 -2.4
2.3 0.5 3.4
0.1 -0.4 -0.7
0.2 0.5 0.6
-0.7 -0.3 -0.1
-0.5 -1.8 3.1
-0.1 -0.3 -0.9
-2.0 0.3 -0.1
-0.5 -0.3 -1.2
0.0 -1.6 0.2
-0.6 0.5 -0.5